# C9H9N

The molecule C9H9N at a distorted geometry (the ωB97M-V functional and the def2-TZVPD basis, the Open Molecules 2025 dataset).

Last column: Mulliken charge in e.
CARTESIAN COORDINATES (ANGSTROEM)
C -1.09 1.05 0.41  0.398
H -2.10 1.36 -1.62  0.257
H -2.78 -0.33 0.30  0.369
H -0.72 2.95 1.19  0.327
C 0.01 -2.09 -0.21  -0.318
H 3.59 1.46 1.09  0.265
H -0.84 1.79 2.40  0.263
H 1.42 -1.72 -2.07  0.321
C 1.19 -1.52 -1.01  -0.463
C -0.78 1.95 1.35  -0.880
H -0.56 0.48 -1.84  0.157
N 3.62 1.08 0.14  -0.646
C -1.72 -0.25 0.05  -0.111
H -1.69 -2.03 1.00  0.334
C -1.36 0.78 -1.03  -0.583
C 1.87 -0.64 -0.36  0.052
C -1.07 -1.50 0.33  -0.379
H 0.23 -3.08 0.05  0.408
C 2.77 0.26 -0.16  0.231

The total energy is -10962.670 eV. Its frontier orbital gap is 8.77 eV. As for the total charge: 0. The value obtained for the highest occupied orbital energy is -8.6 eV. The energy above the lowest of the compared OMol25 structures with the same formula, charge and spin is 5.770 eV.

# C6H12O

The molecule C6H12O (the ωB97M-V functional and the def2-TZVPD basis, the Open Molecules 2025 dataset).

Last column: Mulliken charge in e.
CARTESIAN COORDINATES (ANGSTROEM)
H 0.93 -0.52 -2.27  0.369
H -2.30 0.59 -1.51  0.305
C -0.50 -0.74 1.19  -0.551
H -1.32 -1.33 1.62  0.337
H -0.51 0.21 1.74  0.270
H 0.89 2.46 -0.99  0.369
H 1.93 1.20 -0.31  0.309
C -0.07 0.58 -1.03  1.107
H 0.81 -2.40 0.77  0.304
H 0.59 1.85 0.65  0.308
C 0.89 1.56 -0.37  -1.416
H 1.66 -0.88 0.97  0.237
C 0.82 -1.47 1.35  -1.105
H -1.00 -1.37 -0.86  0.447
O 0.34 0.25 -2.34  -0.594
C -0.80 -0.48 -0.26  -0.351
H 1.02 -1.70 2.40  0.372
H -1.83 1.48 0.00  0.245
C -1.54 0.74 -0.75  -0.962

The total energy is -8463.272 eV. Its frontier orbital gap is 10.65 eV. As for the total charge: 0. The value obtained for the highest occupied orbital energy is -9.6 eV. The energy above the lowest of the compared OMol25 structures with the same formula, charge and spin is 1.082 eV.

# C17H24F3IrNO6S4

A structure of composition C17H24F3IrNO6S4 at a distorted geometry (the ωB97M-V functional and the def2-TZVPD basis, the Open Molecules 2025 dataset).

Last column: Mulliken charge in e.
CARTESIAN COORDINATES (ANGSTROEM)
H -0.94 2.71 3.66  0.597
H 1.76 2.32 3.97  0.574
H 1.54 -0.36 -2.26  0.402
S 1.96 -0.68 1.77  -0.158
H 0.90 -2.55 0.96  0.061
H -0.89 -1.62 3.24  0.550
H 1.15 4.28 -2.34  0.254
C 1.20 3.80 -1.37  -0.083
H 0.03 0.35 -2.49  0.319
C -1.54 2.19 -2.12  0.378
C 0.10 -4.02 -1.79  -0.647
O -1.38 1.91 -0.89  -0.779
C 0.72 -2.77 -1.85  -0.636
C 1.83 1.76 3.04  -0.938
O -2.85 -5.63 -3.00  -0.672
H -3.14 -3.02 -1.74  0.378
C -1.44 -1.69 -1.83  0.140
H 4.13 1.22 -1.26  0.390
H 3.69 0.54 0.32  0.302
H 2.55 -0.02 3.97  0.542
S -1.34 -0.24 1.35  0.158
S 0.63 2.49 1.88  0.037
O -1.07 1.64 -3.11  -0.785
H 0.80 -0.01 3.75  0.230
H 0.67 -4.94 -1.80  0.544
C 3.62 1.42 -0.32  -1.257
C -0.67 -1.72 2.18  -1.041
S -2.16 -5.66 -1.72  1.269
N 0.58 -0.33 -1.94  -0.401
C -1.60 0.89 2.76  -0.937
Ir 0.50 0.82 -0.08  1.089
H -2.68 1.01 2.82  0.526
O -3.02 -5.54 -0.56  -0.688
C -2.43 3.45 -2.33  0.784
H -2.02 -0.77 -1.87  0.295
H 2.79 2.00 2.56  0.346
C -2.06 -2.92 -1.76  -1.125
O 2.18 2.73 -1.48  -0.261
H 1.53 4.51 -0.62  0.313
C -1.28 -4.08 -1.74  -0.023
F -1.96 4.48 -1.59  -0.272
H 4.13 2.26 0.16  0.348
C 0.79 -2.05 1.92  -0.409
C -0.99 2.27 2.66  -0.818
C 2.21 1.79 -0.59  0.400
H 1.17 -2.71 2.70  0.598
H 0.23 3.41 -1.10  -0.152
H 1.80 -2.69 -1.89  0.327
C -0.05 -1.62 -1.88  0.481
F -3.70 3.23 -1.94  -0.260
F -2.46 3.85 -3.60  -0.258
H -1.61 2.91 2.03  0.363
H -1.28 0.37 3.66  0.419
H -1.27 -2.55 1.80  0.538
C 1.74 0.27 3.30  -0.640
O -1.11 -6.66 -1.61  -0.710

The total energy is -86124.265 eV. The spin multiplicity is 2. Its frontier orbital gap (spin up / spin down) is 5.73 / 5.75 eV. The expectation value of S² is 0.7553. As for the total charge: 0. The value obtained for the highest occupied orbital energy (spin up / spin down) is -7.4 / -7.4 eV. The energy above the lowest of the compared OMol25 structures with the same formula, charge and spin is 1.739 eV.

# C28H41N5O2S3Sc

A structure of composition C28H41N5O2S3Sc (the ωB97M-V functional and the def2-TZVPD basis, the Open Molecules 2025 dataset).

Last column: Mulliken charge in e.
CARTESIAN COORDINATES (ANGSTROEM)
H 1.83 -4.85 -0.69  0.291
H 0.60 -3.66 1.56  0.349
C -0.79 4.17 -0.43  -0.920
H -0.24 -3.29 -3.83  0.513
H -1.75 -2.71 -2.01  0.336
C -1.55 -0.94 3.97  0.881
C -2.36 -0.77 5.08  -0.703
N 2.53 0.85 -1.58  0.000
N 2.97 2.40 0.10  0.151
O -1.27 -1.64 1.41  0.074
H 1.80 -3.83 -2.62  0.340
C 3.25 1.61 -2.42  0.881
C -3.57 -0.66 2.08  -0.869
C -0.22 -0.56 3.97  0.068
H -2.45 -0.02 7.09  0.430
C 4.37 4.38 -0.08  -1.396
C -0.74 -4.39 -1.40  -0.733
H 2.84 2.64 1.07  0.348
Sc -0.01 -1.52 -0.16  0.254
H 1.35 0.33 5.14  0.463
H -1.67 -4.89 -1.67  0.525
C -3.03 0.70 1.62  0.356
C 3.40 1.15 -3.83  -1.395
C -1.96 4.61 -2.49  -0.688
H -3.39 -1.10 5.09  0.423
S 1.50 0.37 0.87  -0.626
H 0.41 -0.73 3.11  0.233
C 0.03 -2.64 -3.00  -0.667
O -1.19 -0.17 -1.15  -0.045
H -3.03 1.39 2.46  0.482
C -2.23 3.26 -2.63  -0.551
H 2.27 -1.21 -1.61  0.123
C -1.06 2.81 -0.55  0.079
N 1.83 -2.10 -1.40  0.532
H -2.31 5.31 -3.24  0.458
H -4.08 -1.21 1.29  0.433
H -3.94 -0.51 -0.79  0.481
H -4.27 -0.59 2.92  0.648
H -4.52 0.95 -1.56  0.636
H 4.47 3.38 -2.69  0.511
C -3.86 1.29 0.48  -1.210
S -2.26 0.69 -1.87  -0.131
H -2.78 2.89 -3.50  0.509
H -0.25 4.53 0.43  0.543
C 1.95 -4.08 0.06  -0.782
H 3.17 1.97 -4.52  0.440
C 3.87 2.79 -2.00  -1.073
H -0.20 -1.62 -3.28  0.225
C -1.83 -0.17 6.21  -0.714
H -0.09 0.69 7.12  0.422
H 4.83 5.00 -0.84  0.395
H -0.29 -5.58 0.34  0.516
H 3.02 -2.22 0.30  0.319
H -0.71 2.11 0.19  0.058
C -1.79 2.38 -1.65  0.906
H -1.39 -4.25 0.65  0.214
C -0.50 0.23 6.23  -0.514
H 2.52 -4.54 0.87  0.488
H -1.05 6.12 -1.28  0.454
C 1.51 -2.78 -2.68  -0.816
H 2.75 0.31 -4.04  0.200
S -2.26 -1.80 2.59  -0.055
C 0.31 0.03 5.12  -0.803
H 0.04 -4.89 -1.97  0.283
C -0.50 -4.54 0.10  -0.717
H 3.61 -3.22 -1.02  0.512
H 2.09 -2.35 -3.50  0.479
H -3.61 2.34 0.35  0.480
N 0.61 -3.65 0.54  -0.043
C -3.76 0.57 -0.86  -0.782
C 2.38 1.24 -0.33  -0.156
H 5.13 4.06 0.63  0.358
H -2.00 0.59 1.30  -0.450
C 3.73 3.18 -0.69  0.814
H 3.63 4.98 0.46  0.399
H -4.92 1.28 0.75  0.477
C -1.25 5.06 -1.39  -0.618
H 4.44 0.86 -4.02  0.359
N -0.79 -2.95 -1.79  -0.002
C 2.71 -2.89 -0.50  -0.688

The total energy is -94435.181 eV. Its frontier orbital gap is 8.75 eV. As for the total charge: +3. The value obtained for the highest occupied orbital energy is -16.6 eV.

# C3H7N2S2

A cluster of 2 separate species, C3H7N2S2 in total at a distorted geometry (the ωB97M-V functional and the def2-TZVPD basis, the Open Molecules 2025 dataset).

Last column: Mulliken charge in e.
CARTESIAN COORDINATES (ANGSTROEM)
S -0.73 1.44 -1.75  -0.103
H -1.01 -1.60 -4.34  0.346
H 0.85 1.01 2.55  0.280
C -0.34 -0.18 -1.31  0.995
H -0.22 -2.20 -2.07  0.282
H 0.72 2.27 1.51  0.276
H -0.62 1.63 2.20  0.280
H 0.29 -1.39 0.15  0.230
N 0.07 -0.44 -0.09  -0.286
H 0.17 0.33 0.66  0.307
S -1.31 0.72 -4.01  0.021
C -0.47 -1.18 -2.32  -0.527
N 0.29 1.40 1.80  -0.918
C -0.90 -0.86 -3.56  -0.184

The total energy is -27868.513 eV. Its frontier orbital gap is 7.56 eV. As for the total charge: +1. The value obtained for the highest occupied orbital energy is -13.3 eV. The energy above the lowest of the compared OMol25 structures with the same formula, charge and spin is 0.382 eV.